No. 1
Computed, not measured: a cluster of 14 separate species, C79H199N15O27 in total, with ωB97M-V/def2-TZVPD.

Each line ends with the Mulliken charge.
Cartesian coordinates (Å):
C  9.934  3.521  -3.541  -0.603
H  2.062  -5.037  4.896  0.663
N  3.450  1.761  5.296  -0.393
H  -0.845  3.672  2.387  -0.656
C  -0.985  -5.939  7.061  -1.002
H  -0.737  0.276  -6.507  0.401
H  -4.936  -0.618  -6.101  0.394
H  5.483  -1.503  -6.232  0.413
H  -0.271  8.334  1.423  0.402
H  2.540  -1.638  2.102  0.322
H  -2.952  0.965  6.237  0.061
C  -0.710  -5.682  2.007  -0.914
C  3.385  -7.510  -0.867  -0.402
H  -6.958  5.416  1.408  0.216
H  -9.418  -7.610  1.789  0.478
H  2.272  -5.440  -5.518  0.182
N  3.412  3.734  0.472  0.603
C  8.741  -3.920  -0.096  -0.886
N  -1.427  6.562  1.801  0.114
H  8.088  0.983  -4.172  0.418
H  6.064  4.673  -1.510  0.260
H  -1.738  5.399  -3.493  0.473
H  -0.841  -6.843  6.469  0.390
O  3.969  2.701  -2.120  -0.209
H  -6.841  -5.133  0.534  0.342
H  -3.551  5.242  3.416  -0.150
H  -2.735  -4.040  -4.675  0.393
H  -5.555  -0.917  -4.422  0.227
H  -1.798  6.930  2.665  0.188
H  1.531  -0.932  -3.128  0.125
H  7.047  0.140  1.949  0.700
C  -0.088  -1.654  2.633  -1.815
C  -1.422  -4.998  -3.361  -0.594
H  1.010  6.257  -4.444  0.296
H  -1.476  -0.216  3.519  0.744
C  8.854  1.043  0.588  -0.490
H  -7.698  2.601  1.084  0.332
C  -5.563  2.360  -3.331  -0.695
H  -7.957  -7.122  0.818  0.374
H  0.186  5.433  0.974  0.002
H  1.898  2.290  2.745  -0.548
H  10.250  4.473  -3.968  0.390
C  6.139  5.704  -1.163  -0.792
C  -3.503  -2.895  0.574  0.232
H  -0.430  -4.573  -5.249  0.416
H  -1.037  -8.028  8.944  0.320
C  -4.450  4.626  3.423  -0.460
H  -2.877  -3.520  -0.063  -0.046
O  4.102  -3.625  2.531  -0.076
H  0.515  6.400  2.322  0.584
H  5.650  1.146  1.390  -0.314
O  -4.835  -3.455  0.591  -0.137
H  -4.407  0.399  -4.928  0.125
O  2.368  6.761  -3.199  -0.273
H  10.811  1.881  0.045  0.331
H  6.277  -0.176  0.360  -0.036
O  0.793  -5.979  -4.143  -0.360
H  -4.456  0.188  6.927  0.234
H  6.081  6.349  -2.040  0.303
C  -0.107  -4.807  -4.234  0.469
H  -7.011  -3.767  1.698  0.416
H  8.706  -4.632  0.729  0.227
H  -11.110  -6.417  -1.054  0.237
C  -3.340  -1.730  -3.424  -0.581
C  -0.867  3.747  5.108  -0.705
N  -0.324  6.059  -2.013  0.272
O  -1.735  -0.255  1.457  1.131
H  -6.240  2.527  -4.169  0.299
H  0.713  4.056  2.955  0.031
H  -5.453  -0.640  0.154  0.436
C  4.877  -1.120  -5.410  -0.186
H  10.292  2.687  -4.145  0.351
O  8.483  3.477  -3.599  -0.049
C  -5.865  -0.348  -0.812  -0.166
H  7.846  4.796  -5.082  0.330
C  2.902  7.773  -2.270  -0.415
H  0.322  -3.876  -3.864  -0.304
H  -2.057  -5.745  7.026  0.407
C  0.550  -5.854  2.848  -0.521
H  -3.106  -2.802  1.585  0.374
C  -0.858  -0.227  2.622  -1.011
H  -0.097  4.743  -3.652  0.261
H  5.544  3.227  0.578  0.053
C  5.287  -3.804  1.740  -0.489
C  2.501  1.498  4.497  0.348
H  -3.200  8.699  0.770  0.372
H  6.751  3.461  -4.816  0.145
H  8.245  3.103  -5.635  0.398
H  -2.250  -6.987  9.032  0.331
C  -1.331  -1.014  6.559  -0.295
H  -1.433  4.191  5.927  0.410
C  4.583  -4.383  -2.248  0.870
H  7.301  0.524  -2.627  0.023
H  5.876  -2.887  1.765  0.209
N  -6.911  -5.731  2.550  -0.401
H  5.882  -4.684  1.981  0.348
H  2.499  -7.068  -0.412  -0.090
H  -4.542  2.409  -3.712  0.176
C  -10.781  7.193  2.497  -0.809
H  4.231  -5.187  4.074  0.452
C  -8.362  -5.862  2.485  -0.605
H  2.741  3.610  -3.571  0.424
C  7.763  0.155  -3.543  -0.751
H  -0.675  10.087  3.178  0.297
H  1.052  -2.086  -7.683  0.430
H  -0.975  -0.222  5.899  0.024
O  -5.874  1.047  -2.771  -0.444
H  6.408  -5.071  -1.733  0.422
H  -5.635  2.164  2.246  0.409
H  -0.110  -1.666  0.689  0.008
H  -8.771  6.969  0.810  0.320
H  -9.924  7.733  2.899  0.345
H  -4.235  -2.095  -2.918  0.376
C  3.128  2.333  0.151  -0.210
H  4.318  2.195  5.017  0.128
H  -4.458  -5.361  1.067  0.290
C  -0.238  5.712  1.939  -1.017
O  0.608  -1.190  -5.768  0.035
N  0.989  -4.493  3.225  2.065
H  -0.186  -3.307  7.732  0.317
O  -0.108  3.068  -1.873  0.167
H  4.384  -3.870  -1.307  -0.798
C  2.546  -1.616  -0.071  0.850
H  -3.115  0.488  7.983  0.293
H  -7.569  -2.788  -1.408  0.231
H  -0.955  7.582  -3.240  0.689
H  -8.285  5.017  -0.497  0.349
H  -1.234  -2.455  -3.643  -0.442
H  9.210  0.840  1.599  0.486
N  6.042  -4.689  -2.593  -0.318
H  0.824  -3.691  2.633  -1.130
O  -10.261  6.000  1.974  -0.296
C  -1.209  3.806  -2.175  -0.791
H  -7.275  -1.718  0.788  0.200
C  -0.293  4.469  2.885  1.381
H  0.802  -6.048  -6.217  0.431
H  2.342  -3.446  4.369  0.264
H  0.625  -1.738  3.453  0.447
H  -6.671  -5.319  3.440  0.345
H  7.103  5.928  -0.707  0.390
H  -3.221  -0.759  -2.943  -0.251
C  -1.182  7.831  1.097  -0.119
C  -0.403  -4.670  6.374  0.141
C  -2.184  -2.694  -3.166  2.030
C  -2.513  0.813  1.463  0.001
C  2.208  -1.400  -2.413  -0.187
H  -4.020  3.782  3.963  0.209
H  -1.941  1.738  1.381  -0.427
H  11.296  3.345  -2.012  0.363
H  -8.941  -3.178  -0.363  0.653
N  -0.830  -3.375  6.957  -0.418
O  1.821  -0.934  -1.119  0.932
H  3.387  1.709  1.006  0.466
C  6.537  0.586  1.095  -0.324
H  4.780  -1.927  -4.683  -0.310
O  4.237  -6.451  -1.248  -0.377
H  -1.188  -5.064  -2.298  -0.271
C  -5.898  3.222  2.255  -0.687
H  -9.781  -3.693  -2.856  0.251
H  -10.044  -7.748  -0.636  0.363
N  -2.543  -4.026  -3.684  -0.479
H  5.230  0.178  -3.670  -0.625
C  7.806  3.730  -4.859  -0.934
C  -0.696  -0.702  -6.027  -0.721
H  4.182  -3.703  -3.000  -0.127
C  1.483  -6.179  -5.377  -0.781
H  -11.278  6.785  3.377  0.255
H  1.405  -0.408  -7.470  0.364
N  -7.682  4.713  1.417  -0.199
C  9.758  2.142  -0.061  -0.774
H  -0.209  0.997  -2.201  -0.199
C  -1.455  9.469  3.620  -0.672
H  -0.793  -2.484  2.605  0.486
C  -10.568  -6.882  -0.231  -0.866
H  -5.233  1.607  -0.858  0.262
H  -8.403  -2.869  -3.550  0.266
H  -0.092  0.543  2.533  -0.203
C  7.099  -2.683  -1.428  0.819
H  8.600  2.263  -1.819  -0.077
H  8.697  -0.344  -3.283  0.501
C  10.208  3.389  -2.067  -0.732
H  -1.449  2.888  4.775  0.165
O  7.407  -3.459  -0.303  0.096
H  -0.935  -0.918  7.569  0.438
C  5.760  -0.127  -4.572  0.532
C  -9.326  -2.712  -2.992  -0.728
H  0.146  8.166  -2.210  0.281
H  6.201  5.502  1.490  0.437
H  1.475  -4.603  0.500  0.052
C  -5.008  -4.518  1.485  -0.784
O  -2.604  9.089  2.786  -0.391
H  -11.465  7.782  1.885  0.280
H  3.696  -6.209  -3.208  0.443
H  6.407  -2.896  -3.469  -0.087
H  6.075  0.773  -5.099  0.488
C  -0.015  7.260  -2.794  -0.946
H  -3.083  0.838  0.534  -1.006
H  7.864  -3.738  -3.112  0.421
C  -0.852  5.084  -2.943  -0.758
C  -5.166  0.779  -1.563  0.720
H  2.078  2.406  -0.131  -0.311
H  -1.070  -6.625  1.595  0.485
H  -1.184  7.626  0.027  -0.119
H  1.931  -2.449  -2.520  -0.412
C  4.794  3.898  0.996  0.148
C  -2.286  8.808  1.355  -0.931
O  7.475  1.567  0.643  -0.091
H  -3.470  -1.913  0.101  -0.423
C  1.920  -1.333  1.259  -0.671
H  2.041  2.339  -2.719  0.217
H  3.239  -1.119  -2.626  0.092
H  4.777  3.571  2.035  -0.191
C  3.893  1.812  -1.082  0.447
C  3.706  -5.649  -2.273  -0.070
C  -0.499  1.721  -1.439  0.506
H  0.416  -6.471  3.737  0.351
H  0.528  -5.815  -0.469  0.842
H  0.082  3.343  5.460  0.219
H  2.682  -5.441  -1.960  -0.183
O  -9.273  -1.835  -1.883  -0.460
H  -5.716  3.164  -2.611  0.166
O  -2.754  -0.978  6.620  -0.399
C  -7.932  -1.215  0.078  -0.652
H  3.274  4.314  -0.343  0.019
O  -9.673  -5.971  0.495  -0.237
H  4.927  1.533  -0.880  -0.319
H  3.262  3.025  3.480  0.054
C  2.833  -1.758  -6.534  -0.466
H  4.590  5.938  1.694  0.326
H  3.592  -1.316  -0.139  0.261
H  -2.006  9.776  0.939  0.459
H  3.497  -5.659  2.664  0.299
H  4.878  -3.950  0.740  0.120
H  3.799  -7.964  0.034  0.352
H  0.679  -4.779  6.309  0.221
H  -4.080  0.747  -1.655  -0.431
H  2.270  3.988  -1.918  -0.388
C  -1.172  -6.975  9.194  -0.811
H  3.390  0.900  -1.402  -0.376
C  1.148  7.127  -3.802  -0.731
H  2.803  -2.692  -5.973  0.151
H  -10.242  6.392  0.018  0.398
O  -0.402  -6.075  8.405  -0.321
C  5.231  5.385  1.007  -1.089
H  -8.912  -4.920  2.498  0.353
H  -8.771  -0.701  0.547  0.377
H  -0.952  8.652  4.138  0.204
C  -9.503  6.162  0.786  -0.619
H  -1.547  1.675  -1.143  -0.092
O  5.143  6.028  -0.227  -0.232
H  -11.286  -7.261  0.496  0.320
N  -7.276  -0.102  -0.628  -0.290
H  1.317  -6.380  2.280  0.092
N  0.580  -1.961  1.365  1.413
C  1.374  -1.359  -6.937  -0.942
H  -1.204  -0.572  -5.071  -0.137
H  -9.954  -2.274  -3.767  0.329
H  -7.712  -0.224  -1.531  0.332
C  -7.038  3.465  1.154  -0.603
O  6.996  -0.753  -4.255  -0.463
C  2.679  3.208  -2.559  0.016
H  -6.472  3.207  3.181  0.493
C  -8.839  -6.790  1.365  -0.646
C  6.884  -3.500  -2.697  -1.020
O  -4.951  4.277  2.150  -0.191
C  -3.368  0.253  6.949  -0.495
C  -4.698  -0.646  -5.038  -0.519
C  -8.749  4.904  0.482  -0.574
H  2.411  7.713  -1.298  0.136
H  1.286  7.968  -4.481  0.406
H  3.094  -8.327  -1.528  0.290
O  -0.647  -4.800  0.875  -0.263
H  1.888  -0.246  1.340  -0.446
C  -0.816  -2.279  5.963  0.340
H  -0.867  -4.631  5.388  0.076
O  1.751  0.565  4.624  -0.415
H  1.859  -7.179  -5.590  0.316
H  3.379  -1.997  -7.447  0.588
C  -6.571  -4.748  1.518  -0.819
H  0.317  -3.984  -0.588  -0.583
O  -3.593  -1.479  -4.814  -0.480
H  -5.587  -1.250  -1.358  -0.093
H  -4.679  -4.228  2.483  0.273
H  -1.782  4.090  -1.292  0.248
H  9.400  -3.115  0.230  0.227
H  8.958  0.136  -0.007  0.142
H  -9.350  3.997  0.416  0.400
O  -0.831  4.867  4.173  -0.469
H  3.358  1.381  6.227  0.255
C  -8.381  -2.361  -0.820  -0.431
H  0.177  -2.044  5.581  0.101
H  -2.022  -2.809  -2.094  -0.723
H  -6.642  3.634  0.153  0.201
H  9.971  4.311  -1.537  0.415
C  3.610  -4.768  3.283  -0.861
H  2.765  8.758  -2.715  0.412
C  0.518  -4.852  0.041  -0.288
H  9.526  3.168  0.226  0.451
H  0.552  5.677  -1.687  -0.249
H  -1.215  -1.473  -6.595  0.391
H  -1.730  -6.027  -3.548  0.413
H  2.932  -0.550  -5.057  0.192
H  -0.905  -6.923  10.249  0.268
H  9.155  -4.474  -0.938  0.336
H  3.974  7.636  -2.135  0.009
H  2.453  -2.686  -0.257  -1.069
H  -1.805  3.218  -2.872  0.386
N  9.557  2.230  -1.499  -0.034
C  2.256  -4.464  3.989  -1.309
H  -5.201  5.200  3.965  0.388
H  -1.939  10.049  4.406  0.319
H  7.840  -1.888  -1.512  0.525
N  3.536  -0.689  -5.855  -0.353
H  -8.598  -6.304  3.452  0.499
H  -1.293  -2.485  5.004  -0.068
H  -1.636  -5.448  2.533  0.225
H  0.040  1.589  -0.501  -0.284
N  2.566  2.293  3.503  0.408
H  -3.314  0.882  2.199  0.465
H  6.141  -2.188  -1.271  -0.841

**E_HOMO**: -7.983 eV
**Total charge**: 0
**Frontier orbital gap**: 8.3 eV
**Molecular weight**: 1791.5 g mol⁻¹
**Relative energy (zero: lowest compared OMol25 entry of this formula, charge and spin)**: 0.000 eV

***

No. 2
Computed, not measured: a structure of composition C7F21KN3O15S7, with ωB97M-V/def2-TZVPD.

Each line ends with the natural charge from an NBO analysis.
Cartesian coordinates (Å):
F  -1.643  4.180  -3.344  -0.362
F  1.848  -0.999  1.620  -0.332
O  5.415  -1.267  0.062  -0.914
C  -1.800  3.474  -2.163  0.724
F  3.809  -1.200  2.666  -0.305
S  -1.778  -4.078  0.776  2.155
O  1.413  3.012  2.983  -0.899
C  -0.105  -3.816  1.615  0.748
O  -2.016  0.798  -1.567  -1.027
O  -0.699  -5.060  -2.007  -0.944
O  -1.516  5.497  4.952  -0.980
C  2.839  -0.107  -3.743  0.769
C  -3.110  4.236  3.199  0.722
C  3.190  -0.742  1.609  0.809
F  -1.842  1.329  2.567  -0.292
S  4.026  -1.705  0.070  2.092
F  -0.008  -4.701  2.593  -0.312
O  -0.605  5.112  2.764  -0.929
O  4.833  -1.749  -2.808  -0.956
F  -3.151  3.999  1.876  -0.325
F  -0.664  -2.482  -3.398  -0.325
F  -2.651  -1.888  -2.992  -0.297
O  0.073  1.507  -2.515  -1.004
C  -1.924  -2.952  -3.304  0.760
S  3.966  -0.680  -2.279  2.157
F  -3.729  3.197  3.769  -0.327
S  0.279  2.324  3.572  2.069
O  -1.885  -5.517  0.635  -0.916
F  0.896  -3.947  0.747  -0.301
O  -3.155  -4.825  -1.732  -0.953
N  -1.577  -3.180  -0.684  -1.227
S  -1.384  1.675  -2.586  2.281
S  -1.851  -4.171  -1.835  2.178
O  -1.904  1.465  -3.929  -0.982
F  -0.762  2.726  1.145  -0.294
K  0.062  -1.073  -0.919  0.916
F  3.362  0.551  1.497  -0.287
F  -3.053  3.677  -1.851  -0.308
F  -3.811  5.344  3.423  -0.330
F  2.839  1.209  -3.805  -0.292
F  3.317  -0.598  -4.859  -0.316
F  -2.429  -3.503  -4.399  -0.307
O  -2.714  -3.479  1.702  -0.919
F  -0.060  -2.596  2.129  -0.310
N  -0.863  3.137  4.601  -1.072
O  4.564  0.599  -1.908  -0.952
F  -0.920  3.996  -1.320  -0.301
N  2.987  -1.231  -1.230  -1.199
O  0.468  1.274  4.574  -0.940
O  3.908  -3.144  0.204  -0.924
S  -1.319  4.531  3.879  2.131
F  -0.054  0.747  1.433  -0.314
F  1.603  -0.622  -3.511  -0.328
C  -0.716  1.716  2.028  0.790

**E_HOMO**: -2.995 eV
**Total charge**: -3
**Frontier orbital gap**: 8.8 eV
**Molecular weight**: 1028.6 g mol⁻¹
**Relative energy (zero: lowest compared OMol25 entry of this formula, charge and spin)**: 0.000 eV

***

No. 3
Computed, not measured: the molecule C7H10, with ωB97M-V/def2-TZVPD.

Each line ends with the natural charge from an NBO analysis.
Cartesian coordinates (Å):
C  0.959  0.075  1.378  -0.196
H  -2.016  0.881  -1.095  0.206
H  2.079  0.273  -1.512  0.219
C  -0.964  -0.737  -0.212  -0.196
C  0.401  -0.893  -0.754  -0.202
H  -1.180  1.266  0.445  0.221
C  1.157  0.422  -0.943  -0.451
H  -2.681  0.319  0.462  0.216
C  0.171  -1.042  0.762  -0.300
H  1.129  0.193  2.447  0.217
H  -0.281  -1.838  1.323  0.240
C  1.435  0.921  0.456  -0.202
C  -1.760  0.515  -0.101  -0.626
H  0.633  -1.716  -1.426  0.223
H  0.541  1.134  -1.514  0.218
H  -1.544  -1.649  -0.359  0.205
H  1.920  1.877  0.642  0.212

**E_HOMO**: -8.377 eV
**Total charge**: 0
**Frontier orbital gap**: 9.5 eV
**Molecular weight**: 94.2 g mol⁻¹
**Relative energy (zero: lowest compared OMol25 entry of this formula, charge and spin)**: 1.700 eV

***

No. 4
Computed, not measured: a cluster of 2 separate species, C7H10 in total, with ωB97M-V/def2-TZVPD.

Each line ends with the natural charge from an NBO analysis.
Cartesian coordinates (Å):
H  2.601  -0.466  1.721  0.230
C  1.614  -0.399  1.274  -0.343
C  1.457  -0.623  -0.174  -0.241
C  0.154  1.550  0.487  0.157
H  0.796  -0.693  1.925  0.220
C  -1.057  0.676  0.427  -0.626
H  -1.924  -1.040  -0.714  0.209
H  2.356  -0.858  -0.739  0.232
H  -3.128  0.588  -2.072  -0.009
H  -2.839  1.250  -2.247  0.009
C  0.176  -1.174  -0.675  -0.204
H  -1.245  0.484  1.501  0.273
C  -0.990  -0.616  -0.351  -0.193
C  1.396  0.833  0.382  -0.400
H  2.302  1.421  0.243  0.224
H  0.220  -2.060  -1.305  0.218
H  -1.931  1.266  0.122  0.243

**E_HOMO**: -7.924 eV
**Total charge**: 0
**Frontier orbital gap**: 8.3 eV
**Molecular weight**: 94.2 g mol⁻¹
**Relative energy (zero: lowest compared OMol25 entry of this formula, charge and spin)**: 5.131 eV